The following is a DFT calculation (the ωB97M-V functional and the def2-TZVPD basis) of a structure of composition C54H116F3O22V.

Properties
<S²> = 2.0606
Maximum force = 0.112 hartree/bohr
Net charge = +2
2S+1 = 3
Gap between HOMO and LUMO (spin up / spin down) = 6.9 / 3.1 eV

```
196
Properties=species:S:1:pos:R:3:forces:R:3:lowdin_charge:R:1
O 0.7071 -0.0107 4.8179 -0.72 0.02 0.54 0.000
H -0.4149 -4.9384 -0.2699 -0.26 -0.09 -0.27 0.081
H 6.1658 0.9430 0.6257 0.52 0.07 0.14 0.046
F 1.2410 1.3787 0.5450 -0.25 -0.18 -0.34 0.107
C -6.8364 -2.3768 5.2449 -0.65 -1.68 0.74 -0.069
H -3.9059 -3.1337 1.8463 0.14 0.73 0.26 0.119
H -5.5618 4.8295 1.6642 -0.09 0.19 0.19 0.074
O 5.7132 0.3896 3.2755 0.66 0.08 -1.28 -0.021
O 2.5272 6.9307 -4.8290 -1.18 0.79 1.40 -0.185
H 1.4304 0.3554 -5.0854 0.12 0.40 0.22 0.077
H 4.3692 4.1252 -2.2692 -0.54 -0.13 0.35 0.091
C -6.2020 3.9500 1.7319 0.64 0.63 0.28 -0.042
H 4.3936 7.6933 -4.7049 0.02 -0.27 -0.01 0.114
C 5.1261 4.7841 -1.8437 -0.64 1.38 1.32 -0.165
H -3.1393 -4.5537 5.7424 -0.18 0.49 -0.76 0.053
H 2.0226 -1.9624 3.6727 -0.72 -0.03 -0.39 0.068
H -8.7939 -4.3059 8.1589 -0.17 0.52 -0.43 0.091
C 5.8947 0.1948 4.5763 0.18 -3.15 1.74 -0.532
H -6.8536 4.0063 0.8598 0.21 -0.54 -0.18 0.083
H -2.2897 -4.5582 2.5185 -0.16 -0.39 -0.43 0.074
C 3.5664 -5.0729 2.0673 -0.97 -0.81 0.13 -0.233
H -0.6898 -3.9106 5.9857 -0.03 0.30 -0.08 0.098
H 3.0902 -2.7877 0.3564 0.02 0.08 0.28 0.091
H 0.3819 -0.7335 -1.7740 0.26 -0.34 -0.51 0.136
H -8.2682 -2.5600 6.7799 -0.23 0.18 -0.01 0.133
H -3.4966 0.6327 -0.5344 -0.08 -0.32 -0.17 0.080
O 0.4316 1.1478 -2.6696 0.62 0.88 0.94 -0.179
H 4.3980 -3.7502 -0.2492 0.18 -0.12 -0.06 0.112
O 3.7133 6.8530 -2.0505 0.71 -0.61 -1.32 -0.131
H -2.3361 4.9189 -0.2468 -0.14 0.01 -0.43 0.111
C 2.9897 -0.5481 -8.6321 0.05 0.19 0.04 -0.193
H 3.2606 8.9314 -4.8136 -0.67 0.23 0.40 0.131
H 2.5664 8.4744 -2.4087 0.07 -0.02 0.21 0.119
C -2.3269 -5.2078 5.4256 0.98 -0.09 0.02 -0.091
H -1.2232 2.0359 -6.6288 0.32 -0.54 -0.03 0.095
C -2.4002 -1.1288 -4.9976 2.63 0.33 1.28 -0.520
H -5.4188 -1.5409 -0.0706 0.81 -0.08 0.32 0.090
H -2.5652 -5.8629 4.5877 -0.52 0.07 0.13 0.070
H 6.0431 -0.6587 0.0090 -0.20 -0.42 0.38 0.080
H 0.8724 8.1832 -4.6596 0.02 0.18 0.24 0.100
H 1.9451 3.4791 -1.3848 -0.02 -0.52 -0.69 0.136
H -0.4968 -4.0508 -2.9109 0.10 0.34 0.22 0.033
C 6.2703 -0.5141 2.2682 -1.11 0.35 -1.83 -0.150
H 2.3621 -0.7572 -4.1170 -0.34 -0.46 -0.40 0.055
H -1.5374 3.6304 0.6189 0.23 -0.09 0.00 0.109
H 6.0615 4.3381 -2.1815 0.41 0.34 0.09 0.127
H 5.8405 6.7590 -2.0083 -0.26 0.61 0.40 0.132
C -2.9221 0.3478 0.3470 0.98 -0.50 -0.73 -0.040
C 3.4158 7.9750 -4.3142 0.82 -1.55 -0.40 -0.163
C 2.4094 -0.1155 -4.9968 0.18 -0.04 1.24 0.013
C -3.7966 -1.2073 -5.3300 -2.42 -0.05 -0.90 0.013
C -1.1112 -3.5132 3.8487 -0.31 -0.39 0.51 -0.213
C -8.2822 -4.9882 7.4802 0.73 -0.18 0.31 -0.071
H 4.3149 1.3207 5.5594 0.08 -0.15 -0.07 0.083
H 5.9136 1.2109 6.3818 -0.48 -0.31 0.19 0.091
H 7.3531 -0.4389 2.1678 -0.01 -0.20 0.88 0.126
O -7.2420 -4.3465 6.6838 -0.95 0.90 -0.10 -0.173
H 0.4303 4.5729 0.0107 -0.01 -0.03 -0.04 0.148
C 5.2596 3.6528 0.3173 0.41 0.95 0.30 -0.093
H 1.7888 -4.7720 0.8938 -0.28 -0.05 0.08 0.085
C -4.3499 1.7194 5.2102 0.62 0.42 0.08 0.029
H 4.5117 -2.8853 -2.5024 0.18 0.10 0.58 0.081
H -4.1291 2.7717 5.3894 -0.32 0.12 0.10 0.103
H -2.1569 -4.4107 -0.1417 0.00 -0.67 -0.49 0.076
H -5.8562 1.8250 1.5298 -0.09 -0.08 0.11 0.110
C 3.4540 -2.6398 -2.4074 -0.15 -0.66 -0.94 -0.107
H 3.1288 -2.8191 -3.4322 -0.31 0.56 -0.25 0.057
C -5.2493 -2.6229 3.5266 0.85 -0.88 -0.28 -0.118
V -0.8850 2.8778 -3.3352 0.18 -5.31 2.22 1.207
H -0.3058 -2.7789 3.8373 0.24 -0.14 -0.01 0.092
H 4.6298 2.8186 0.0080 -0.12 0.11 -0.40 0.066
C 0.3902 0.3290 -1.5309 -2.05 0.93 -0.65 -0.306
H -4.9028 -4.4174 2.3494 -0.26 0.01 0.36 0.146
C -0.9007 0.2124 6.4001 -0.60 0.02 0.83 0.022
C 3.1000 0.6398 -9.5770 -0.02 -0.06 -0.14 -0.069
C -5.1035 1.6190 3.9199 -0.57 0.61 1.32 -0.534
H -7.1334 -1.3570 5.0000 -0.40 0.32 -0.07 0.161
C 2.8535 -4.8992 0.6984 -0.11 -0.06 1.01 -0.219
H -2.0388 -2.9483 3.9413 -0.14 0.47 0.06 0.082
H -3.3347 1.3306 5.1295 -0.09 -0.47 -0.09 0.051
H -0.9661 -0.4355 0.8418 0.27 0.51 0.22 0.093
H -0.0138 -2.4428 -5.4915 0.25 -0.03 0.20 0.107
O -5.9256 -3.1076 1.2396 0.44 -1.10 0.66 -0.124
H 3.2025 0.5588 -4.6738 -0.05 0.49 -0.83 0.090
C -4.9037 -3.3333 2.2369 -1.39 -0.26 -1.55 -0.115
H 3.0559 -0.8819 4.3500 0.40 0.73 -0.29 0.082
H -4.9191 1.3146 6.0470 0.14 -0.13 -0.23 0.094
H -4.0405 -0.4264 -6.0503 0.13 -0.15 -0.21 0.099
O -4.6260 2.4892 3.0373 -0.08 0.32 -0.03 0.002
H -2.2845 -5.8099 6.3332 0.67 -0.37 -0.16 0.072
C 2.0639 3.7596 -4.1217 0.20 -0.80 -2.06 -0.110
H 5.2009 6.1208 -3.4482 -0.73 0.32 -0.45 0.116
C -0.2485 -4.0202 -3.9718 -0.40 1.48 0.82 -0.028
H -4.0933 -2.1864 -5.7062 0.11 0.11 -0.05 0.100
C -0.2759 2.5658 -6.7282 -1.16 -0.89 -0.41 -0.056
C 2.3701 -0.9430 3.5051 0.10 -0.36 -0.05 -0.038
H 6.3118 3.3682 0.3201 0.13 -0.20 -0.50 0.084
H -1.9595 -0.0459 6.4142 0.07 -0.14 0.07 0.080
H -2.7342 3.1575 -0.5524 0.00 0.33 -0.31 0.080
H -6.0992 -1.1198 1.5521 -0.04 0.57 -0.21 0.082
O -0.9238 0.6256 -1.0045 0.27 -0.83 1.43 -0.124
H 4.6245 -5.2749 1.9010 0.08 0.16 0.13 0.108
H 4.0525 1.1689 -9.5463 0.05 -0.16 0.29 0.079
O 2.1647 -2.0333 -6.3196 0.92 1.12 -1.15 0.089
C 4.9641 6.2355 -2.3904 0.91 -1.57 0.50 -0.174
H -1.6235 -1.3073 -0.4235 -0.44 0.11 -0.75 0.096
C -1.2282 -4.3116 2.5419 -0.29 0.64 -1.12 -0.181
H 2.1440 3.1470 -6.2815 0.16 -0.11 0.22 0.144
H 3.1065 -7.2099 2.4850 -0.05 0.01 -0.14 0.072
H 2.7167 2.9396 -3.8224 -0.58 -0.46 0.32 0.129
H 2.6806 -4.5859 -2.0822 -0.15 -0.19 0.25 0.112
C -0.4820 -2.5781 -4.5166 -0.04 -0.89 -0.24 -0.181
H 1.6596 -3.2615 -1.4519 -0.29 -0.28 -0.04 0.082
H -5.9549 -2.3126 5.8828 0.43 0.06 -0.23 0.155
O -6.1137 0.9544 3.8123 0.20 -0.44 -0.87 0.069
H -3.4535 -0.4161 0.9146 -0.23 0.28 0.18 0.056
H 0.5075 -0.0885 2.7991 0.05 0.19 -0.13 0.101
H 3.3181 -1.5926 -2.1371 0.07 -0.04 0.08 0.057
H 2.8480 -0.9262 2.5256 0.38 0.06 0.27 0.065
C -0.4883 0.5067 5.0214 -1.54 1.21 -0.77 -0.538
O -6.5325 -2.9835 3.9821 0.91 0.66 0.13 0.129
H -7.8407 -5.6858 8.1920 0.47 -0.16 -0.52 0.095
H -0.5779 3.5153 -7.1704 0.52 0.53 0.44 0.103
O -2.2111 2.0342 -3.0926 1.87 2.37 -0.90 -0.212
H 0.4214 2.0730 -7.4056 -0.18 -0.17 -0.03 0.100
C 2.9437 -6.2183 2.9071 0.28 -0.06 -0.06 -0.111
C -5.2959 2.7223 1.7924 -0.57 -0.93 -0.71 -0.209
O -1.7849 -0.0733 -4.9105 -0.07 -1.17 -0.32 0.062
H 2.7283 4.6229 -4.1596 -0.46 0.46 0.10 0.119
H 1.8738 -6.0859 3.0679 -0.19 0.11 -0.35 0.047
H 3.3438 -6.2387 3.9208 0.33 0.04 -0.05 0.069
H 0.8347 -4.1358 -4.0079 -0.12 -0.71 -0.37 0.072
H 4.6937 0.2286 0.8530 -0.27 -0.81 0.06 0.045
H 0.3906 6.5330 -4.7475 0.62 -0.47 -0.96 0.073
H 5.0666 3.8426 1.3732 -0.34 0.21 -0.08 0.090
C 1.4365 3.5419 -5.5524 0.84 0.11 2.26 -0.111
H 0.0998 -3.0716 1.2538 0.17 0.11 0.36 0.090
H -1.5830 -2.6126 1.3088 -0.02 0.27 -0.05 0.066
C -1.0103 -4.4503 5.0945 -0.19 0.56 -0.29 -0.226
H 4.2986 8.7601 -2.5151 0.08 0.25 -0.19 0.134
O 5.0653 4.8982 -0.3908 -0.26 -1.37 -1.03 -0.181
H -0.1004 5.6784 -1.2934 -0.24 0.09 0.16 0.134
O 3.0342 -0.0722 -7.2481 -0.32 -0.98 -0.30 -0.023
F 1.5885 -0.7359 0.3676 -0.09 0.10 -0.84 0.124
C 1.3915 4.2600 -1.9060 -0.69 0.94 1.71 -0.131
C -1.5634 -0.2825 -0.0570 0.31 1.07 0.03 -0.202
C -7.8613 -3.2154 6.0099 0.28 -0.66 0.63 -0.164
H 1.9924 5.1693 -1.8907 0.44 -0.05 -0.39 0.122
H -4.5263 -2.8817 4.3001 0.13 -0.23 0.47 0.141
H -0.7292 -5.2783 2.6092 0.44 0.12 -0.20 0.109
H -2.7917 1.2726 0.9091 0.21 -0.31 0.36 0.057
H 5.9071 -1.5343 2.3918 0.33 0.06 0.59 0.114
C 3.5037 8.0650 -2.7854 -0.50 0.19 0.12 -0.177
H -4.4697 -0.9744 -4.5049 0.34 -0.09 0.41 0.099
C 1.1744 7.1811 -4.3552 0.01 0.21 -0.48 -0.095
C 3.3137 -3.7327 -0.1387 -0.03 0.12 -0.67 -0.223
O -1.8834 -2.3566 -4.7283 -0.87 0.58 0.00 -0.009
H 0.9721 7.0317 -3.2946 0.86 0.34 0.45 0.070
C 5.7505 -0.0381 0.8559 0.15 1.26 1.09 -0.058
H 1.1576 4.5486 -5.8635 -0.68 -0.16 -0.34 0.119
H 2.3067 1.3757 -9.4461 -0.09 -0.07 0.24 0.064
H -5.1073 -1.5430 3.4842 -0.58 0.62 -0.26 0.149
H -0.2816 -0.5602 6.8562 -0.17 0.18 0.05 0.098
H -0.1568 -5.0734 4.8275 -0.23 -0.69 0.38 0.097
F 2.7654 0.7140 -0.7988 -0.62 -0.68 -0.26 0.113
C 0.1768 4.6536 -1.0463 0.24 -0.30 -0.99 -0.104
C 1.2750 0.1056 3.5483 0.81 -0.49 -0.73 -0.223
H 3.7998 -1.2568 -8.8041 0.08 0.07 0.18 0.127
H -6.8659 4.0898 2.5850 0.21 -0.33 0.18 0.086
C 2.6789 -3.6355 -1.5485 0.92 0.57 0.76 -0.247
H -0.8208 1.1556 6.9405 0.11 -0.07 0.28 0.106
H -1.0188 -3.3940 -0.9648 0.31 0.04 0.11 0.041
H 2.9939 0.2764 -10.5991 0.01 -0.13 -0.02 0.083
H -7.0465 -1.7840 0.1671 -0.36 -0.28 0.58 0.107
C 1.5230 0.3943 -0.3606 -0.43 2.00 -0.13 -0.482
O 0.9568 3.9511 -3.2297 0.34 0.28 0.32 -0.240
H 2.0596 -1.0883 -8.8087 -0.08 0.05 0.22 0.121
H -0.0679 -1.8620 -3.8068 -0.07 0.20 -0.08 0.103
H 2.9353 -5.8360 0.1473 0.15 -0.08 -0.13 0.119
C 5.3970 1.3212 5.4283 0.93 0.70 0.58 0.012
H -4.4577 2.7650 1.0969 -0.24 0.36 -0.20 0.091
O -0.9488 3.7874 -1.3492 0.67 0.31 -0.77 -0.273
H 3.4402 -4.2295 2.7461 0.29 0.63 -0.52 0.091
C -1.1098 -4.1078 -0.1462 -0.73 -0.14 0.88 -0.101
H 1.6548 1.1231 3.4556 0.09 -0.02 -0.36 0.136
O -1.1903 1.1802 4.2488 1.82 -1.46 0.70 0.055
C -0.9146 -3.4686 1.2162 0.28 -0.12 1.54 -0.249
H -0.8963 -4.8227 -4.3246 0.54 0.15 -0.99 0.085
C -6.1096 -1.8269 0.7226 -0.11 0.58 -0.30 -0.082
H -8.6786 -3.6276 5.4182 -0.03 0.45 -0.44 0.138
H -8.9855 -5.5278 6.8460 -0.05 0.15 -0.07 0.096
O 6.2869 -0.8669 5.1001 -0.57 2.53 -1.84 0.068
C -1.9627 3.8998 -0.3479 -0.22 -0.61 0.55 -0.039
C 2.5771 -0.8883 -6.2607 -0.53 -0.35 0.44 -0.505
H 5.7301 2.3131 5.1229 -0.27 -0.06 -0.64 0.084
O 0.3258 2.6075 -5.4301 -0.19 2.01 0.35 -0.239
```
Positions in Å, forces in eV/Å.